Molecular formula: C4H7N3OS
Method: DFT, ωB97M-V with the def2-TZVPD basis set

Last column: natural (NBO) charge in e.
Cartesian coordinates (Å):
C 1.96 -0.62 -1.05  -0.17
C -1.21 1.03 -0.13  0.62
C 0.00 0.32 0.44  0.28
C -0.23 -0.95 1.35  -0.68
N 0.74 -0.75 -1.32  -0.50
N 1.12 1.13 0.62  -0.72
N -1.99 0.24 -0.97  -0.85
O -1.44 2.19 0.20  -0.59
S 2.55 0.29 0.39  0.40
H 2.60 -1.26 -1.59  0.22
H 0.68 -1.08 2.04  0.24
H -0.13 -1.80 0.61  0.26
H -1.21 -0.88 1.85  0.24
H 1.05 1.96 -0.03  0.41
H -1.56 -0.49 -1.50  0.45
H -2.91 0.66 -0.92  0.41

Computed properties:
E_HOMO = -0.3212 Eh
Electronic energy = -21612.373 eV
LUMO level = 0.41 eV
Charge = 0
HOMO-LUMO gap = 9.15 eV

Molecular formula: C3H5O3Rb
Method: DFT, ωB97M-V with the def2-TZVPD basis set

Last column: natural (NBO) charge in e.
Cartesian coordinates (Å):
H 0.27 -0.89 -1.55  0.20
C 0.83 -0.65 -0.64  -0.12
C 0.38 -1.28 0.67  -0.11
O -0.93 -0.74 0.85  -0.49
C -0.99 0.52 0.39  0.72
O -2.16 0.70 -0.23  -0.67
H 1.92 -0.60 -0.77  0.21
H 0.34 -2.37 0.69  0.24
H -2.55 1.55 0.00  0.50
Rb 1.33 3.52 -0.53  0.99
O 0.49 0.68 -0.18  -0.67
H 1.08 -0.44 1.30  0.20

Computed properties:
E_HOMO (alpha / beta) = -0.4271 / -0.5137 Eh
Electronic energy = -9980.575 eV
LUMO level (alpha / beta) = -3.98 / -4.15 eV
Multiplicity = 2
Charge = +1
HOMO-LUMO gap (alpha / beta) = 7.64 / 9.83 eV
Expectation value of S² = 0.75

Molecular formula: C18H54O24P6
Method: DFT, ωB97M-V with the def2-TZVPD basis set

Last column: Löwdin charge in e.
Cartesian coordinates (Å):
C 1.87 -4.27 1.74  -0.09
O 0.98 -3.44 2.57  -0.19
P 1.43 -2.12 3.38  0.44
O 2.43 -1.29 2.73  -0.23
O 0.07 -1.45 3.81  -0.12
C -0.64 -0.80 2.89  -0.19
O 1.94 -2.79 4.76  -0.21
C 3.20 -3.53 4.84  -0.07
H 2.93 -4.09 1.57  0.13
H 1.42 -4.08 0.76  -0.03
H 1.70 -5.32 1.94  0.08
H -1.60 -1.28 2.73  0.11
H -0.13 -0.71 1.93  0.05
H -0.78 0.27 3.08  0.10
H 3.44 -3.94 5.82  0.09
H 4.04 -2.93 4.50  0.09
H 3.16 -4.38 4.17  0.07
C -1.06 1.83 -6.39  -0.12
O -0.94 2.85 -5.45  -0.24
P -0.31 4.25 -5.89  0.46
O -1.03 4.91 -6.99  -0.22
O 1.32 4.00 -6.12  -0.24
C 1.78 3.23 -7.20  -0.12
O -0.37 5.13 -4.52  -0.19
C 0.49 4.80 -3.46  -0.11
H -1.90 1.30 -5.93  0.09
H -0.32 1.07 -6.62  0.10
H -1.44 2.23 -7.33  0.09
H 2.68 3.73 -7.56  0.09
H 1.03 3.29 -7.98  0.09
H 2.08 2.22 -6.90  0.09
H 1.05 5.69 -3.17  0.11
H 1.12 3.95 -3.74  0.01
H -0.16 4.53 -2.63  0.10
C 1.43 2.17 -3.51  -0.18
O 1.39 2.27 -2.12  -0.18
P 0.47 1.21 -1.27  0.51
O 0.51 -0.19 -1.77  -0.24
O -1.00 1.91 -1.25  -0.21
C -1.83 1.52 -2.34  -0.11
O 0.94 1.40 0.24  -0.17
C 0.01 1.53 1.39  -0.11
H 1.53 1.10 -3.73  0.10
H 2.29 2.65 -3.97  0.11
H 0.57 2.65 -3.98  0.03
H -2.35 2.36 -2.81  0.11
H -2.52 0.83 -1.86  0.01
H -1.17 1.08 -3.09  0.09
H -0.23 2.57 1.60  0.11
H 0.38 1.00 2.27  -0.03
H -0.87 0.94 1.11  0.01
C -3.02 -3.25 0.56  -0.14
O -2.38 -2.07 0.88  -0.23
P -2.94 -0.71 0.19  0.49
O -2.30 0.52 0.66  -0.19
O -2.99 -1.02 -1.39  -0.20
C -3.91 -0.31 -2.20  -0.12
O -4.50 -0.76 0.53  -0.24
C -4.98 -0.20 1.77  -0.07
H -3.92 -3.14 -0.04  0.09
H -3.39 -3.72 1.47  0.10
H -2.33 -3.94 0.08  0.02
H -4.33 -1.08 -2.84  0.10
H -3.36 0.34 -2.87  0.06
H -4.73 0.07 -1.59  0.11
H -4.21 -0.47 2.49  0.08
H -5.92 -0.64 2.11  0.09
H -5.12 0.88 1.81  0.09
C -0.58 -4.62 -3.30  -0.12
O 0.58 -4.66 -2.50  -0.20
P 0.46 -4.16 -0.94  0.60
O -0.96 -4.41 -0.45  -0.25
O 1.64 -4.96 -0.20  -0.31
C 1.40 -6.36 0.08  -0.08
O 1.02 -2.62 -0.92  -0.15
C 0.48 -1.73 0.06  -0.14
H -1.50 -4.25 -2.86  0.09
H -0.68 -5.47 -3.97  0.09
H -0.27 -3.91 -4.06  0.09
H 0.80 -6.86 -0.68  0.09
H 0.58 -6.47 0.79  0.10
H 2.26 -7.00 0.29  0.11
H -0.01 -0.80 -0.22  0.04
H 1.27 -1.61 0.80  0.08
H -0.33 -2.28 0.55  0.06
C 3.45 4.51 5.40  -0.12
O 2.63 3.38 5.20  -0.24
P 1.21 3.36 4.43  0.48
O 1.01 4.28 3.30  -0.22
O 1.13 1.73 4.32  -0.18
C 1.74 0.98 3.26  -0.16
O 0.16 3.83 5.58  -0.22
C 0.24 3.33 6.94  -0.10
H 3.14 4.85 6.39  0.09
H 3.38 5.31 4.67  0.09
H 4.52 4.29 5.37  0.09
H 2.11 1.64 2.48  0.11
H 1.00 0.29 2.87  0.01
H 2.68 0.49 3.49  0.10
H -0.06 2.28 6.91  0.08
H -0.44 3.87 7.60  0.09
H 1.22 3.36 7.41  0.08

Computed properties:
SMILES = COP(=O)(OC)OC.COP(=O)(OC)OC.COP(=O)(OC)OC.COP(=O)(OC)OC.COP(=O)(OC)OC.COP(=O)(OC)OC
E_HOMO = -0.3322 Eh
Electronic energy = -124415.196 eV
LUMO level = 0.40 eV
Charge = 0
HOMO-LUMO gap = 9.44 eV

Molecular formula: C10H9CsF6N5O4S3
Method: DFT, ωB97M-V with the def2-TZVPD basis set

Last column: Löwdin charge in e.
Cartesian coordinates (Å):
Cs -0.76 -0.02 1.54  1.24
C 4.65 0.10 -0.09  -0.07
C 3.16 0.09 0.10  -0.30
N 2.57 0.09 1.24  0.01
N 3.43 0.11 2.31  -0.06
C 2.84 0.15 3.50  -0.93
N 3.76 0.17 4.51  0.02
S 1.18 0.16 3.99  0.29
C 2.33 0.07 -1.16  -0.21
C 2.97 0.08 -2.41  -0.04
C 2.21 0.08 -3.57  -0.08
C 0.83 0.09 -3.47  -0.07
C 0.28 0.08 -2.20  -0.15
N 0.99 0.07 -1.09  0.05
H 5.17 0.12 0.86  0.05
H 4.96 0.98 -0.67  0.08
H 4.99 -0.77 -0.66  0.08
H 4.73 0.12 4.27  0.08
H 3.44 0.16 5.46  0.05
H 4.04 0.08 -2.47  0.09
H 2.71 0.09 -4.53  0.10
H 0.19 0.09 -4.34  0.10
H -0.80 0.08 -2.07  0.10
F -2.30 -1.93 -1.85  0.13
C -3.45 -2.33 -1.32  -0.69
F -4.44 -2.03 -2.16  0.14
F -3.41 -3.66 -1.19  0.14
S -3.71 -1.58 0.33  0.59
O -2.50 -1.84 1.08  -0.59
O -4.95 -2.12 0.82  -0.26
N -3.76 -0.06 -0.17  -0.30
S -3.64 1.11 0.89  0.48
O -3.88 0.69 2.25  -0.31
O -2.48 1.93 0.65  -0.46
C -5.07 2.18 0.47  -0.69
F -4.96 2.68 -0.76  0.14
F -5.11 3.19 1.34  0.14
F -6.21 1.50 0.55  0.14

Computed properties:
E_HOMO = -0.1639 Eh
Electronic energy = -75517.231 eV
LUMO level = 2.28 eV
Charge = -1
HOMO-LUMO gap = 6.74 eV

Molecular formula: C46H98FIN10O16S
Method: DFT, ωB97M-V with the def2-TZVPD basis set

Last column: Löwdin charge in e.
Cartesian coordinates (Å):
C 7.06 4.05 -1.56  -0.05
C 7.84 2.72 -1.73  -0.26
O 6.98 1.61 -1.89  -0.21
C 6.37 1.22 -0.67  -0.18
C 5.19 0.35 -0.97  -0.17
O 4.23 1.01 -1.79  -0.18
C 3.34 0.06 -2.33  -0.16
C 2.04 0.68 -2.79  -0.29
C 1.06 0.82 -1.59  -0.10
C 1.74 1.14 -0.25  -0.16
C 0.78 1.62 0.84  -0.15
C -0.51 0.79 0.93  -0.18
N -1.78 1.56 1.09  0.04
C -2.24 2.25 -0.07  -0.51
C -1.79 3.67 -0.38  0.01
O -3.00 1.75 -0.82  0.11
O 1.40 -0.44 -3.53  -0.14
S 0.12 0.16 -4.30  0.61
O 0.19 -0.28 -5.64  -0.23
O -1.14 -0.17 -3.75  -0.21
O 0.50 1.72 -4.17  -0.15
C 1.96 1.78 -3.84  -0.26
C 2.60 1.65 -5.26  -0.16
C 3.59 0.53 -5.56  -0.71
C 3.62 0.33 -7.09  -0.18
I 5.62 1.10 -5.03  0.97
C 2.11 3.23 -3.38  -0.27
F 1.29 3.54 -2.31  0.03
C 3.53 3.70 -3.13  -0.16
C 3.45 5.20 -2.68  -0.07
H 6.03 3.83 -1.27  0.05
H 7.04 4.58 -2.51  0.07
H 7.51 4.64 -0.76  0.07
H 8.46 2.82 -2.61  0.11
H 8.51 2.55 -0.88  0.12
H 7.10 0.61 -0.13  0.13
H 6.14 2.06 -0.01  0.13
H 5.52 -0.53 -1.52  0.14
H 4.73 0.06 -0.02  0.12
H 3.87 -0.53 -3.09  0.11
H 3.08 -0.66 -1.54  0.14
H 0.30 1.59 -1.76  0.11
H 0.53 -0.12 -1.48  0.12
H 2.19 0.22 0.12  0.11
H 2.56 1.86 -0.32  0.12
H 1.29 1.54 1.80  0.11
H 0.56 2.68 0.72  0.10
H -0.66 0.14 0.08  0.08
H -0.46 0.14 1.80  0.11
H -1.61 2.27 1.80  0.11
H -1.15 3.63 -1.26  0.08
H -1.21 4.07 0.45  0.07
H -2.62 4.33 -0.63  0.07
H 1.80 1.55 -5.98  0.11
H 3.09 2.59 -5.53  0.10
H 3.33 -0.44 -5.16  0.07
H 4.14 -0.59 -7.31  0.07
H 2.58 0.15 -7.39  0.08
H 4.04 1.18 -7.62  0.06
H 1.73 3.83 -4.22  0.16
H 4.03 3.18 -2.32  0.09
H 4.09 3.71 -4.05  0.08
H 4.29 5.76 -3.06  0.07
H 2.49 5.66 -2.92  0.07
H 3.54 5.23 -1.60  0.07
C 1.47 -3.36 3.58  0.01
C 0.97 -3.31 2.16  -0.55
O 1.71 -3.08 1.20  0.00
N -0.35 -3.54 1.96  0.03
C -1.38 -3.83 2.95  -0.06
H 2.54 -3.16 3.58  0.07
H 0.97 -2.60 4.18  0.09
H 1.30 -4.34 4.01  0.09
H -0.62 -3.50 0.99  0.11
H -1.82 -4.80 2.72  0.07
H -2.15 -3.06 2.88  0.09
H -0.98 -3.84 3.96  0.06
C -2.23 -8.10 1.89  -0.01
C -0.85 -7.55 1.61  -0.57
O -0.10 -7.18 2.50  0.01
N -0.46 -7.48 0.31  0.02
C -1.18 -7.86 -0.89  -0.07
H -2.39 -8.10 2.97  0.08
H -2.99 -7.48 1.42  0.08
H -2.31 -9.13 1.53  0.08
H 0.47 -7.09 0.21  0.14
H -0.58 -8.61 -1.42  0.08
H -1.28 -6.98 -1.52  0.07
H -2.16 -8.27 -0.67  0.08
C 7.51 -2.24 2.25  0.00
C 6.03 -1.96 2.16  -0.54
O 5.58 -0.83 2.25  0.02
N 5.20 -3.02 1.97  0.02
C 5.54 -4.42 1.84  -0.07
H 8.04 -1.30 2.40  0.07
H 7.73 -2.90 3.10  0.08
H 7.87 -2.70 1.33  0.09
H 4.22 -2.76 1.93  0.11
H 5.18 -4.79 0.88  0.09
H 5.04 -4.99 2.63  0.08
H 6.61 -4.58 1.91  0.07
C -3.69 -1.73 7.05  -0.01
C -2.75 -2.77 6.51  -0.55
O -1.63 -2.49 6.11  0.02
N -3.19 -4.06 6.47  0.01
C -4.48 -4.58 6.88  -0.08
H -3.20 -0.76 7.02  0.08
H -4.60 -1.68 6.45  0.08
H -3.95 -1.95 8.09  0.08
H -2.51 -4.70 6.09  0.14
H -4.32 -5.33 7.66  0.08
H -4.96 -5.06 6.03  0.08
H -5.12 -3.80 7.27  0.07
C -6.76 6.29 1.09  -0.02
C -5.38 6.89 0.99  -0.55
O -4.78 7.33 1.97  0.02
N -4.80 6.93 -0.24  0.00
C -5.34 6.46 -1.50  -0.08
H -7.08 6.32 2.13  0.08
H -7.46 6.85 0.48  0.09
H -6.74 5.25 0.77  0.06
H -3.88 7.35 -0.24  0.13
H -4.66 5.71 -1.91  0.07
H -5.39 7.30 -2.19  0.08
H -6.33 6.03 -1.39  0.08
C -5.62 -0.06 -5.94  -0.01
C -5.34 -1.09 -7.00  -0.56
O -6.22 -1.55 -7.71  0.02
N -4.05 -1.50 -7.15  0.01
C -2.88 -1.07 -6.41  -0.08
H -6.69 0.16 -5.94  0.08
H -5.35 -0.44 -4.95  0.07
H -5.07 0.86 -6.14  0.08
H -3.93 -2.19 -7.88  0.14
H -2.15 -0.64 -7.10  0.08
H -2.43 -1.93 -5.92  0.08
H -3.13 -0.33 -5.65  0.06
C -3.99 -3.17 -2.93  0.00
C -3.01 -3.49 -1.83  -0.54
O -2.61 -4.63 -1.62  0.01
N -2.57 -2.46 -1.07  0.04
C -2.90 -1.04 -1.17  -0.08
H -4.25 -4.09 -3.45  0.08
H -4.90 -2.74 -2.52  0.09
H -3.55 -2.48 -3.65  0.07
H -1.93 -2.74 -0.35  0.11
H -1.99 -0.48 -1.33  0.04
H -3.36 -0.72 -0.23  0.08
H -3.59 -0.84 -1.98  0.08
C 6.39 1.22 4.54  -0.02
C 7.86 1.25 4.23  -0.55
O 8.29 1.37 3.09  0.02
N 8.73 1.13 5.27  0.00
C 8.42 0.98 6.68  -0.08
H 5.83 1.32 3.62  0.07
H 6.12 0.27 5.01  0.08
H 6.12 2.05 5.20  0.08
H 9.70 1.15 4.99  0.14
H 8.86 1.80 7.24  0.08
H 8.85 0.04 7.04  0.08
H 7.35 0.96 6.86  0.07
C -8.87 3.37 3.52  -0.01
C -9.19 3.35 2.05  -0.54
O -8.36 3.61 1.20  0.02
N -10.47 3.04 1.69  0.01
C -11.59 2.71 2.55  -0.08
H -7.82 3.63 3.65  0.08
H -9.48 4.11 4.04  0.09
H -9.03 2.38 3.96  0.08
H -10.62 3.05 0.69  0.14
H -11.95 1.71 2.30  0.08
H -12.40 3.42 2.38  0.08
H -11.31 2.73 3.60  0.07

Computed properties:
SMILES = CCOCCOC[C@]1(CCCCNC(C)=O)OS(=O)(=O)O[C@@]1(C[C@@H](C)I)[C@@H](F)CC.CNC(C)=O.CNC(C)=O.CNC(C)=O.CNC(C)=O.CNC(C)=O.CNC(C)=O.CNC(C)=O.CNC(C)=O.CNC(C)=O
E_HOMO = -0.3303 Eh
Electronic energy = -118607.611 eV
LUMO level = 0.45 eV
Charge = 0
HOMO-LUMO gap = 9.44 eV

Molecular formula: C5H11O2
Method: DFT, ωB97M-V with the def2-TZVPD basis set

Last column: natural (NBO) charge in e.
Cartesian coordinates (Å):
C 0.09 2.63 -1.64  -0.61
C 1.26 1.92 -0.98  -0.62
H 0.23 3.71 -1.77  0.19
H -0.15 2.22 -2.63  0.21
H -0.83 2.54 -1.06  0.20
H 1.99 1.54 -1.69  0.21
H 0.92 1.04 -0.43  0.23
H 1.82 2.51 -0.25  0.19
C -0.86 -1.46 0.69  -0.52
C -0.44 -1.44 2.16  -0.62
C -0.31 -2.67 -0.10  0.76
O -0.27 -3.75 0.51  -0.79
O -0.04 -2.44 -1.31  -0.80
H -1.95 -1.49 0.70  0.19
H -0.60 -0.55 0.16  0.19
H -1.13 -0.94 2.84  0.17
H 0.52 -0.93 2.31  0.18
H -0.24 -2.45 2.50  0.23

Computed properties:
E_HOMO = -0.1411 Eh
Electronic energy = -9459.736 eV
LUMO level = 3.59 eV
Charge = -1
HOMO-LUMO gap = 7.43 eV

Molecular formula: C4H6NO2S
Method: DFT, ωB97M-V with the def2-TZVPD basis set

Last column: natural (NBO) charge in e.
Cartesian coordinates (Å):
O 3.50 -0.21 -0.07  -0.69
C 2.43 -0.97 0.33  -0.18
N 0.02 -0.76 0.60  -0.43
C 1.02 -0.46 -0.18  0.35
C -0.86 0.18 0.34  0.05
S -3.56 1.21 1.48  -0.37
C 1.15 -0.06 -1.70  -0.07
O 0.01 -0.46 -2.24  -0.80
H 2.92 -1.38 -0.58  0.42
H 2.08 -0.50 -2.13  0.14
H 2.44 -1.39 1.32  0.16
H -1.99 0.09 0.68  0.14
H -0.63 1.28 0.45  0.19
H 1.52 1.08 -1.90  0.09

Computed properties:
E_HOMO = -0.1489 Eh
Electronic energy = -20655.222 eV
LUMO level = -0.06 eV
Charge = -1
HOMO-LUMO gap = 4.00 eV

Molecular formula: C2H6O2
Method: DFT, ωB97M-V with the def2-TZVPD basis set

Last column: natural (NBO) charge in e.
Cartesian coordinates (Å):
O -1.39 1.40 -0.48  -0.70
C -0.82 0.17 -0.26  0.22
C 1.07 -1.13 0.90  -0.53
O 0.59 0.31 0.03  -0.57
H -1.11 1.73 -1.34  0.48
H -1.29 -0.30 0.61  0.19
H -0.85 -0.50 -1.13  0.16
H 2.14 -0.84 0.92  0.12
H 1.04 -1.79 0.00  0.11
H 0.64 0.95 0.76  0.52

Computed properties:
E_HOMO = -0.2878 Eh
Electronic energy = -6261.898 eV
LUMO level = 0.49 eV
Charge = 0
HOMO-LUMO gap = 8.32 eV

Molecular formula: C3H3Br2NO
Method: DFT, ωB97M-V with the def2-TZVPD basis set

Last column: natural (NBO) charge in e.
Cartesian coordinates (Å):
C 0.99 1.07 -1.04  -0.01
C -0.88 -1.32 0.43  -0.41
C -0.83 -0.07 0.85  -0.27
N 1.88 0.47 -0.58  0.18
O 2.50 -0.29 0.09  -0.39
Br 0.37 2.31 -2.18  0.22
Br -2.22 1.18 0.47  0.03
H -0.07 -2.00 0.67  0.22
H -1.70 -1.70 -0.15  0.21
H -0.05 0.35 1.45  0.22

Computed properties:
SMILES = [O-][N+]#CBr.C=CBr
E_HOMO = -0.3483 Eh
Electronic energy = -146777.764 eV
LUMO level = -0.08 eV
Charge = 0
HOMO-LUMO gap = 9.40 eV

Molecular formula: C35H33BO4
Method: DFT, ωB97M-V with the def2-TZVPD basis set

Last column: Löwdin charge in e.
Cartesian coordinates (Å):
C -5.43 -4.29 2.70  -0.05
C -4.39 -3.33 2.94  -0.34
C -3.78 -2.86 4.09  -0.03
C -2.75 -1.97 3.64  -0.03
C -2.77 -1.94 2.28  -0.15
B -1.79 -1.24 1.25  -0.59
C -0.85 -0.25 1.98  -0.16
C -0.81 1.11 2.00  -0.03
C 0.21 1.49 2.92  -0.04
C 0.74 0.32 3.42  -0.35
C 1.76 0.03 4.40  -0.05
O 0.12 -0.75 2.81  0.07
C -0.84 -2.25 0.60  -0.15
C -0.91 -3.61 0.44  0.00
C 0.23 -4.00 -0.33  -0.02
C 0.94 -2.85 -0.58  -0.35
C 2.14 -2.54 -1.33  -0.05
O 0.30 -1.78 0.00  0.06
C -2.88 -0.63 0.33  -0.16
C -3.01 -0.64 -1.03  -0.03
C -4.12 0.22 -1.35  -0.04
C -4.60 0.69 -0.15  -0.35
C -5.64 1.64 0.18  -0.04
O -3.87 0.15 0.88  0.08
O -3.80 -2.73 1.84  0.06
H -5.83 -4.61 3.67  0.08
H -6.28 -3.86 2.15  0.09
H -5.04 -5.20 2.20  0.09
H -4.01 -3.12 5.12  0.10
H -2.06 -1.45 4.29  0.11
H -1.48 1.76 1.44  0.11
H 0.48 2.50 3.17  0.09
H 2.23 0.97 4.72  0.08
H 1.33 -0.46 5.30  0.09
H 2.55 -0.60 3.96  0.08
H -1.70 -4.27 0.80  0.12
H 0.48 -5.00 -0.65  0.10
H 2.57 -3.47 -1.71  0.09
H 1.90 -1.90 -2.20  0.06
H 2.90 -2.06 -0.70  0.08
H -2.36 -1.19 -1.72  0.11
H -4.47 0.42 -2.35  0.09
H -6.14 1.94 -0.74  0.08
H -6.38 1.18 0.84  0.09
H -5.21 2.54 0.64  0.09
C 1.34 1.59 -2.55  0.09
C 0.61 2.78 -2.89  -0.19
C -0.51 2.71 -3.76  0.00
C -1.23 3.85 -4.09  -0.05
C -0.86 5.10 -3.55  -0.04
C 0.27 5.21 -2.73  -0.06
C 1.01 4.07 -2.40  0.00
C 2.68 1.66 -2.20  -0.05
C 3.56 0.59 -2.29  0.05
C 4.87 0.58 -1.73  -0.20
C 5.68 -0.58 -1.85  -0.01
C 6.91 -0.67 -1.22  -0.05
C 7.41 0.43 -0.50  -0.04
C 6.67 1.62 -0.44  -0.05
C 5.43 1.71 -1.05  0.01
H 0.88 0.61 -2.73  0.15
H -0.76 1.75 -4.22  0.13
H -2.09 3.79 -4.77  0.12
H -1.47 5.99 -3.75  0.12
H 0.57 6.18 -2.34  0.12
H 1.90 4.17 -1.79  0.11
H 3.09 2.61 -1.86  0.10
H 3.28 -0.27 -2.89  0.12
H 5.29 -1.45 -2.41  0.13
H 7.49 -1.60 -1.27  0.12
H 8.39 0.37 -0.02  0.12
H 7.07 2.48 0.12  0.12
H 4.84 2.63 -0.97  0.11

Computed properties:
E_HOMO = -0.2115 Eh
Electronic energy = -45691.260 eV
LUMO level = -3.74 eV
Charge = 0
HOMO-LUMO gap = 2.01 eV

Among the records above, which one has the highest electronic energy? C2H6O2